[1]
14
Properties=species:S:1:pos:R:3 method="wB97M-V/def2-TZVPD" smiles=C[C@@]1(CO)CO1 homo_ev=-9.67 homo_lumo_gap_ha=0.3898 e_above_lowest_kcal_mol=86.3 energy_ha=-307.57490
C 0.384 1.703 -0.008
C 0.309 0.146 -0.003
C -0.353 -0.940 -1.069
O -1.434 -1.821 -0.742
C 0.796 -0.472 1.232
O -0.585 -0.340 1.026
H -0.278 2.142 -0.756
H 1.374 2.176 -0.139
H 0.029 2.035 0.983
H 0.423 -1.657 -1.309
H -0.682 -0.309 -1.880
H -2.282 -1.361 -0.641
H 1.036 0.153 2.087
H 1.263 -1.454 1.218



[2]
14
Properties=species:S:1:pos:R:3 method="wB97M-V/def2-TZVPD" smiles="C=C(CO)CO" homo_ev=-9.78 homo_lumo_gap_ha=0.3879 e_above_lowest_kcal_mol=45.1 energy_ha=-307.64057
C 0.776 -0.680 1.235
C 0.262 -0.092 0.180
C -1.188 0.378 0.119
O -1.916 0.151 1.316
C 1.033 0.190 -1.034
O 0.383 -0.038 -2.255
H 1.783 -1.104 1.237
H 0.119 -0.816 2.136
H -1.212 1.419 -0.221
H -1.764 -0.202 -0.599
H -1.601 0.830 1.932
H 1.983 -0.357 -0.945
H 1.308 1.274 -0.975
H 0.032 -0.953 -2.125



[3]
14
Properties=species:S:1:pos:R:3 method="wB97M-V/def2-TZVPD" smiles=C[C@H]1OC[C@H]1O homo_ev=-9.84 homo_lumo_gap_ha=0.3951 e_above_lowest_kcal_mol=44.3 energy_ha=-307.64186
C -1.302 0.021 -1.034
C -0.663 0.474 0.272
O -0.653 -0.553 1.286
C 0.771 -0.696 1.210
C 0.887 0.522 0.286
O 1.596 0.404 -0.914
H -1.334 -1.073 -1.068
H -2.327 0.388 -1.138
H -0.727 0.388 -1.892
H -1.148 1.380 0.654
H 1.075 -1.639 0.729
H 1.248 -0.633 2.195
H 1.278 1.415 0.779
H 1.298 -0.398 -1.364



[4]
14
Properties=species:S:1:pos:R:3 method="wB97M-V/def2-TZVPD" smiles=C[C@@H](O)[C@H]1CO1 homo_ev=-10.17 homo_lumo_gap_ha=0.4111 e_above_lowest_kcal_mol=71.9 energy_ha=-307.59792
C 1.103 -0.566 0.754
C 0.494 0.730 0.225
O 1.344 1.620 -0.467
C -0.451 0.094 -0.755
C -1.517 -0.624 -0.120
O -1.664 0.645 -1.066
H 1.857 -0.943 0.057
H 1.433 -0.594 1.788
H 0.222 -1.257 0.698
H -0.056 1.255 1.026
H 0.740 2.098 -1.059
H 0.100 -0.404 -1.556
H -1.754 -0.413 0.926
H -1.871 -1.594 -0.468



[5]
14
Properties=species:S:1:pos:R:3 method="wB97M-V/def2-TZVPD" smiles="C=CCC=O.O" homo_ev=-9.84 homo_lumo_gap_ha=0.3883 e_above_lowest_kcal_mol=36.7 energy_ha=-307.65391
C -0.386 -1.761 0.167
C 0.161 -0.919 1.039
C 0.982 0.279 0.612
C 0.138 1.523 0.723
O -0.331 2.122 -0.222
H -0.261 -1.610 -0.904
H -0.978 -2.609 0.498
H 0.010 -1.056 2.109
H 1.313 0.165 -0.424
H 1.858 0.389 1.265
H -0.078 1.874 1.753
O -0.613 0.253 -2.382
H -1.550 0.079 -2.231
H -0.434 1.026 -1.820



[6]
14
Properties=species:S:1:pos:R:3 method="wB97M-V/def2-TZVPD" homo_ev=-8.56 homo_lumo_gap_ha=0.3449 e_above_lowest_kcal_mol=108.7 energy_ha=-307.53917
C -0.843 -1.002 1.690
C 0.980 -0.538 0.730
O 0.680 0.680 0.174
C 0.945 0.765 -1.192
O 2.055 0.978 -1.579
C -0.275 0.626 -2.055
H -1.008 0.044 1.936
H -1.705 -1.410 1.153
H -0.603 -1.598 2.572
H 1.346 -0.374 1.747
H 0.032 -1.338 0.781
H -0.647 -0.402 -1.990
H -0.013 0.853 -3.090
H -1.069 1.293 -1.709



[7]
14
Properties=species:S:1:pos:R:3 method="wB97M-V/def2-TZVPD" homo_ev=-9.64 homo_lumo_gap_ha=0.3749 e_above_lowest_kcal_mol=139.0 energy_ha=-307.49092
O 2.080 1.163 -0.102
C 1.260 0.134 -0.119
C -0.144 0.294 0.408
C -1.065 0.793 -0.722
O -1.652 -0.507 -0.868
C -1.014 -0.964 0.332
H 2.273 0.041 0.698
H 1.796 -0.803 0.878
H 1.318 -0.586 -0.961
H -0.138 0.871 1.333
H -1.798 1.541 -0.396
H -0.573 1.140 -1.638
H -1.725 -1.074 1.161
H -0.482 -1.913 0.184



[8]
14
Properties=species:S:1:pos:R:3 method="wB97M-V/def2-TZVPD" smiles="OC1C=C1.CO" homo_ev=-10.00 homo_lumo_gap_ha=0.4008 e_above_lowest_kcal_mol=87.3 energy_ha=-307.57331
O 0.894 -1.350 0.349
C 1.504 -0.593 -0.696
C 1.865 0.827 -0.521
C 0.819 0.592 -1.259
H 0.981 -0.846 1.169
H 2.079 -1.278 -1.319
H 2.547 1.537 -0.075
H -0.013 0.943 -1.851
C -1.945 0.260 0.905
O -1.712 -0.467 -0.274
H -2.665 1.050 0.674
H -2.370 -0.362 1.708
H -1.031 0.742 1.289
H -0.954 -1.053 -0.099



[9]
14
Properties=species:S:1:pos:R:3 method="wB97M-V/def2-TZVPD" smiles="C[C@@H](O)CC=O" homo_ev=-9.43 homo_lumo_gap_ha=0.3824 e_above_lowest_kcal_mol=48.3 energy_ha=-307.63551
C 1.728 1.547 0.004
C 0.404 0.725 0.151
O -0.309 0.707 -1.020
C 0.592 -0.836 0.469
C -0.822 -1.438 0.326
O -1.895 -0.958 0.069
H 2.477 1.332 0.782
H 1.307 2.570 -0.210
H 2.298 1.228 -0.859
H -0.084 1.198 1.063
H -1.253 0.799 -0.875
H 1.360 -1.426 -0.068
H 0.948 -1.132 1.420
H -0.832 -2.551 0.654